Record 1
# C4H9NO3

A cluster of 2 separate species, C4H9NO3 in total in a non-equilibrium geometry (ωB97M-V/def2-TZVPD, OMol25).

CARTESIAN COORDINATES (ANGSTROEM)
1 O 0.822 -1.680 0.235
2 C 0.125 -0.642 0.015
3 N 0.700 0.541 -0.275
4 C 0.153 1.773 -0.749
5 O 0.862 2.528 -1.477
6 C -1.356 -0.640 0.141
7 C -1.869 -0.070 1.480
8 H 1.700 0.558 -0.300
9 H -0.766 2.058 -0.238
10 H -1.741 -1.638 0.028
11 H -1.883 -0.084 -0.637
12 H -1.371 0.878 1.660
13 H -2.945 0.089 1.434
14 H -1.659 -0.765 2.284
15 H 3.311 -0.939 -1.966
16 H 2.626 -1.268 -0.604
17 O 3.292 -0.700 -1.031

Cartesian forces (eV/Å) of the 6 atoms listed first:
O 0.019 0.112 -0.042
C 0.516 0.127 0.068
N -0.789 0.683 -0.177
C 0.026 -0.581 0.208
O -0.067 0.096 0.223
C -0.987 0.063 0.313

For the gap between HOMO and LUMO (spin up / spin down), the calculation gives 4.167 / 8.452 eV. The calculation puts the energy relative to the best compared isomer or geometry (same formula, charge and spin) at 7.3 kJ/mol. Its total energy is -11926.6566 eV. Its spin multiplicity is 2. The net charge is -1.

---

Record 2
# C6H11N

The molecule C6H11N in a non-equilibrium geometry (ωB97M-V/def2-TZVPD, OMol25).

CARTESIAN COORDINATES (ANGSTROEM)
1 C 1.425 -2.087 0.488
2 C 0.623 -1.211 -0.469
3 C 0.155 0.115 0.125
4 C -0.719 0.959 -0.799
5 C -1.272 2.231 -0.165
6 C -1.077 -0.455 1.354
7 N -0.209 0.153 1.906
8 H 1.825 -2.958 -0.040
9 H 0.798 -2.442 1.310
10 H 2.267 -1.536 0.922
11 H 1.247 -0.941 -1.333
12 H -0.242 -1.761 -0.854
13 H 1.031 0.701 0.411
14 H -0.076 1.221 -1.652
15 H -1.536 0.342 -1.188
16 H -0.473 2.834 0.282
17 H -1.779 2.843 -0.918
18 H -1.990 1.992 0.623

Cartesian forces (eV/Å) of the 6 atoms listed first:
C 0.020 -0.017 0.035
C -0.050 0.010 -0.010
C 0.319 0.124 -0.465
C -0.019 -0.050 0.001
C -0.007 0.033 0.028
C 0.549 0.419 0.606

For the gap between HOMO and LUMO, the calculation gives 12.013 eV. The calculation puts the energy relative to the best compared isomer or geometry (same formula, charge and spin) at 241.4 kJ/mol. Its total energy is -7888.0293 eV.

---

Record 3
# C5H11N3

The molecule C5H11N3 in a non-equilibrium geometry (ωB97M-V/def2-TZVPD, OMol25).

CARTESIAN COORDINATES (ANGSTROEM)
1 C -2.592 -0.792 -0.361
2 C 1.085 -0.151 -0.416
3 C 1.575 -1.586 0.071
4 C 1.271 2.035 -0.962
5 C -1.042 0.099 1.470
6 N -0.240 -0.155 -0.738
7 N 1.922 0.743 -0.644
8 N -1.264 -0.206 0.069
9 H -2.751 -0.984 -1.393
10 H -3.275 -0.843 0.369
11 H 2.001 -2.222 -0.748
12 H 0.731 -2.091 0.479
13 H 2.372 -1.557 0.775
14 H 0.873 2.008 -2.087
15 H 1.954 2.799 -0.652
16 H 0.318 2.064 -0.509
17 H -2.021 0.314 1.989
18 H -0.590 1.153 1.360
19 H -0.326 -0.627 1.928

Cartesian forces (eV/Å) of the 6 atoms listed first:
C 6.999 2.498 -0.157
C 1.049 -3.577 1.562
C 0.074 0.825 -1.830
C -0.187 -1.735 -2.819
C -0.070 2.531 0.254
N -2.754 0.413 -0.928

For the gap between HOMO and LUMO (spin up / spin down), the calculation gives 8.478 / 8.156 eV. The calculation puts the energy relative to the best compared isomer or geometry (same formula, charge and spin) at 492.4 kJ/mol. Its total energy is -9828.8031 eV.

---

Record 4
# C4H7NO3

A cluster of 2 separate species, C4H7NO3 in total in a non-equilibrium geometry (ωB97M-V/def2-TZVPD, OMol25).

CARTESIAN COORDINATES (ANGSTROEM)
1 C 2.250 -0.410 -2.649
2 N 1.468 -0.504 -3.735
3 C -0.354 -0.122 0.398
4 C -1.412 -0.393 1.377
5 C -1.765 0.476 2.397
6 O -1.185 1.744 2.410
7 O -2.499 0.274 3.370
8 O 1.789 -0.115 -1.481
9 H 3.329 -0.248 -2.805
10 H 1.840 -1.109 -4.494
11 H -0.726 -0.333 -0.616
12 H 0.531 -0.788 0.579
13 H -0.056 0.934 0.512
14 H -2.012 -1.315 1.377
15 H -1.197 1.910 3.360

Cartesian forces (eV/Å) of the 6 atoms listed first:
C -2.007 1.753 0.597
N 0.208 -1.354 0.884
C -0.914 0.680 1.362
C 0.805 -2.059 -2.652
C -1.107 4.130 4.282
O 0.438 -1.652 -0.823

For the gap between HOMO and LUMO, the calculation gives 2.860 eV. The calculation puts the energy relative to the best compared isomer or geometry (same formula, charge and spin) at 719.0 kJ/mol. Its total energy is -11887.8258 eV.

---

Record 5
# C41H75GeN6OPbS2Si4

A structure of composition C41H75GeN6OPbS2Si4 (ωB97M-V/def2-TZVPD, OMol25).

CARTESIAN COORDINATES (ANGSTROEM)
1 Pb -0.352 -0.267 -0.154
2 C -0.385 -2.431 3.243
3 C 0.549 -3.042 2.175
4 N 1.193 -2.079 1.268
5 C 2.025 -2.760 0.263
6 C 1.210 -3.435 -0.841
7 N 0.521 -2.436 -1.655
8 C -0.625 -2.836 -2.483
9 C -1.749 -3.585 -1.767
10 C -2.228 -3.200 -0.366
11 N -2.396 -1.771 -0.019
12 C -3.064 -1.652 1.292
13 C -2.696 -0.363 2.012
14 N -1.239 -0.221 2.156
15 C -0.610 -0.920 3.299
16 H 0.030 -2.665 4.226
17 H -1.340 -2.954 3.215
18 H -0.022 -3.737 1.565
19 H 1.313 -3.647 2.675
20 H 1.785 -1.472 1.830
21 H 2.671 -3.514 0.729
22 H 2.685 -2.013 -0.196
23 H 0.466 -4.101 -0.404
24 H 1.881 -4.075 -1.425
25 H 1.192 -1.978 -2.263
26 H -0.321 -3.470 -3.325
27 H -1.024 -1.909 -2.906
28 H -1.482 -4.642 -1.683
29 H -2.597 -3.564 -2.455
30 H -1.553 -3.614 0.383
31 H -3.185 -3.713 -0.222
32 H -2.959 -1.310 -0.730
33 H -2.762 -2.507 1.894
34 H -4.150 -1.711 1.183
35 H -3.196 -0.340 2.985
36 H -3.049 0.499 1.439
37 H -1.040 0.768 2.296
38 H -1.210 -0.727 4.195
39 H 0.346 -0.425 3.454
40 C 2.315 4.132 -1.931
41 Si 2.200 2.734 -3.132
42 C 3.164 3.063 -4.694
43 C 0.466 2.165 -3.433
44 Ge 3.450 0.850 -2.240
45 Si 5.076 1.291 -0.519
46 C 4.365 2.347 0.817
47 C 5.836 -0.299 0.073
48 C 6.252 2.227 -1.632
49 Si 3.811 -0.960 -3.778
50 C 4.248 -2.589 -3.005
51 C 2.344 -1.107 -4.913
52 C 5.292 -0.215 -4.640
53 H 1.911 5.038 -2.391
54 H 3.347 4.337 -1.640
55 H 1.727 3.934 -1.034
56 H 2.776 3.971 -5.163
57 H 3.074 2.249 -5.415
58 H 4.224 3.232 -4.491
59 H -0.102 2.958 -3.928
60 H -0.033 1.949 -2.485
61 H 0.419 1.274 -4.062
62 H 3.406 1.987 1.198
63 H 4.221 3.367 0.454
64 H 5.062 2.387 1.660
65 H 5.248 -0.773 0.861
66 H 6.832 -0.100 0.478
67 H 5.949 -1.013 -0.744
68 H 5.786 3.118 -2.059
69 H 6.630 1.610 -2.450
70 H 7.114 2.556 -1.045
71 H 3.363 -3.161 -2.721
72 H 4.886 -2.484 -2.128
73 H 4.797 -3.180 -3.744
74 H 1.523 -1.667 -4.458
75 H 2.637 -1.640 -5.821
76 H 1.962 -0.129 -5.210
77 H 6.182 -0.275 -4.010
78 H 5.148 0.827 -4.933
79 H 5.488 -0.787 -5.551
80 O -2.110 0.190 -2.106
81 S -3.050 1.386 -2.177
82 C -2.820 2.126 -3.775
83 C -2.586 1.320 -4.883
84 C -2.399 1.923 -6.113
85 C -2.451 3.311 -6.224
86 C -2.687 4.099 -5.108
87 C -2.868 3.506 -3.863
88 C -4.671 0.678 -2.427
89 C -5.773 1.518 -2.345
90 C -7.037 0.980 -2.520
91 C -7.190 -0.380 -2.764
92 C -6.079 -1.207 -2.843
93 C -4.805 -0.679 -2.673
94 H -2.553 0.243 -4.776
95 H -2.222 1.316 -6.991
96 H -2.311 3.778 -7.190
97 H -2.722 5.177 -5.199
98 H -3.023 4.107 -2.975
99 H -5.647 2.577 -2.152
100 H -7.905 1.622 -2.463
101 H -8.181 -0.794 -2.896
102 H -6.203 -2.263 -3.047
103 H -3.923 -1.301 -2.767
104 S -1.399 4.659 -0.786
105 C -0.990 3.191 -0.265
106 N -0.687 2.110 0.102
107 C -0.687 3.010 3.466
108 Si 1.175 3.182 3.420
109 C 1.626 4.285 1.999
110 C 1.736 3.938 5.036
111 N 1.926 1.618 3.070
112 C 2.434 0.731 3.917
113 C 2.122 0.672 5.313
114 C 2.622 -0.332 6.111
115 C 3.480 -1.298 5.579
116 C 3.824 -1.263 4.224
117 C 3.304 -0.286 3.409
118 H -1.097 3.971 3.791
119 H -1.030 2.254 4.180
120 H -1.100 2.802 2.478
121 H 0.992 5.175 2.004
122 H 1.460 3.760 1.059
123 H 2.667 4.614 2.046
124 H 1.874 5.014 4.908
125 H 2.687 3.527 5.382
126 H 1.000 3.792 5.830
127 H 1.458 1.419 5.728
128 H 2.358 -0.369 7.159
129 H 3.891 -2.066 6.221
130 H 4.507 -2.003 3.824
131 H 3.579 -0.223 2.361

Cartesian forces (eV/Å) of the 6 atoms listed first:
Pb 0.351 -0.137 -0.282
C -0.031 -0.017 -0.002
C 0.004 0.094 0.079
N -0.226 -0.128 -0.078
C 0.006 -0.016 0.024
C -0.055 0.000 -0.008

For the gap between HOMO and LUMO (spin up / spin down), the calculation gives 5.421 / 5.424 eV. Its total energy is -169657.3338 eV. Its spin multiplicity is 2. The net charge is +2.

---

Record 6
# C43H39BCl2F4N3O3PPbS2

A structure of composition C43H39BCl2F4N3O3PPbS2 (ωB97M-V/def2-TZVPD, OMol25).

CARTESIAN COORDINATES (ANGSTROEM)
1 Pb -0.087 0.221 -0.888
2 N 1.648 0.472 0.861
3 C 2.123 1.792 1.161
4 C 3.488 2.023 1.286
5 C 3.956 3.281 1.613
6 C 3.067 4.323 1.847
7 C 1.707 4.099 1.719
8 C 1.220 2.847 1.346
9 P -0.548 2.534 1.008
10 C -0.923 3.705 -0.362
11 C 0.002 4.533 -0.995
12 C -0.373 5.314 -2.082
13 C -1.676 5.284 -2.556
14 C -2.601 4.441 -1.954
15 C -2.222 3.647 -0.882
16 C -1.354 3.294 2.470
17 C -0.840 2.953 3.724
18 C -1.449 3.423 4.878
19 C -2.584 4.220 4.800
20 C -3.104 4.551 3.557
21 C -2.492 4.096 2.396
22 H 1.072 0.160 1.654
23 H 2.420 -0.185 0.815
24 H 4.180 1.200 1.148
25 H 5.021 3.446 1.720
26 H 3.434 5.303 2.122
27 H 1.005 4.901 1.915
28 H 1.022 4.582 -0.637
29 H 0.359 5.957 -2.555
30 H -1.967 5.908 -3.392
31 H -3.622 4.404 -2.318
32 H -2.945 2.969 -0.442
33 H 0.041 2.324 3.802
34 H -1.032 3.162 5.843
35 H -3.055 4.587 5.703
36 H -3.991 5.171 3.486
37 H -2.894 4.393 1.437
38 C 4.108 -4.654 4.011
39 C 2.977 -4.347 3.066
40 C 3.048 -4.702 1.720
41 C 2.008 -4.410 0.853
42 C 0.889 -3.744 1.341
43 C 0.796 -3.385 2.677
44 C 1.839 -3.696 3.531
45 S -0.449 -3.352 0.258
46 O -1.480 -2.787 1.085
47 O -0.789 -4.522 -0.508
48 N 0.101 -2.150 -0.703
49 C 0.933 -2.388 -1.793
50 C 1.192 -3.609 -2.452
51 C 2.058 -3.618 -3.521
52 C 2.673 -2.441 -3.948
53 C 2.353 -1.288 -3.277
54 N 1.509 -1.256 -2.240
55 H 4.833 -5.330 3.559
56 H 3.731 -5.112 4.926
57 H 4.622 -3.733 4.292
58 H 3.931 -5.207 1.344
59 H 2.058 -4.699 -0.188
60 H -0.074 -2.848 3.033
61 H 1.787 -3.388 4.569
62 H 0.685 -4.505 -2.137
63 H 2.256 -4.548 -4.039
64 H 3.363 -2.430 -4.780
65 H 2.775 -0.329 -3.562
66 Cl -2.816 0.101 -2.729
67 C -2.289 1.266 -3.967
68 Cl -0.619 0.976 -4.478
69 H -2.350 2.260 -3.543
70 H -2.932 1.149 -4.829
71 F 0.291 -0.054 3.219
72 B 1.467 -0.262 4.046
73 F 1.125 -1.061 5.130
74 F 2.450 -0.884 3.236
75 F 1.922 1.006 4.445
76 O -2.158 0.002 0.474
77 S -3.374 -0.915 0.518
78 C -3.591 -1.285 2.258
79 C -2.736 -0.708 3.177
80 C -2.982 -0.902 4.530
81 C -4.060 -1.675 4.938
82 C -4.882 -2.286 3.996
83 C -4.652 -2.091 2.644
84 C -4.762 0.249 0.440
85 C -5.853 -0.070 -0.353
86 C -6.901 0.834 -0.469
87 C -6.844 2.046 0.203
88 C -5.754 2.346 1.015
89 C -4.710 1.445 1.136
90 H -1.882 -0.136 2.836
91 H -2.324 -0.446 5.260
92 H -4.258 -1.812 5.993
93 H -5.706 -2.911 4.316
94 H -5.288 -2.558 1.900
95 H -5.875 -1.019 -0.879
96 H -7.757 0.592 -1.086
97 H -7.653 2.759 0.099
98 H -5.721 3.282 1.562
99 H -3.856 1.657 1.770

Cartesian forces (eV/Å) of the 6 atoms listed first:
Pb -0.212 -0.137 0.050
N -0.140 0.006 0.064
C 0.008 0.158 -0.054
C 0.069 -0.084 -0.049
C 0.002 0.014 0.039
C -0.036 0.046 0.006

For the gap between HOMO and LUMO, the calculation gives 8.355 eV. The calculation puts the energy relative to the best compared isomer or geometry (same formula, charge and spin) at 0.0 kJ/mol. Its total energy is -128642.9289 eV.

---

Record 7
# C37H40HgO2P2

A structure of composition C37H40HgO2P2 in a non-equilibrium geometry (ωB97M-V/def2-TZVPD, OMol25).

CARTESIAN COORDINATES (ANGSTROEM)
1 Hg -0.068 2.774 -1.511
2 C -1.856 1.746 -2.277
3 C -1.664 0.253 -2.044
4 C -0.620 -0.413 -2.960
5 C 0.508 0.421 -3.652
6 C 0.956 1.762 -3.112
7 C 0.366 2.982 -3.601
8 C -0.905 2.871 -4.433
9 C -2.077 2.117 -3.760
10 C 0.355 2.942 0.520
11 H -2.715 2.115 -1.692
12 H -2.633 -0.233 -2.315
13 H -1.175 -0.843 -3.816
14 H -0.170 -1.289 -2.459
15 H 1.408 -0.232 -3.680
16 H 0.213 0.574 -4.711
17 H 2.008 1.773 -2.781
18 H 1.064 3.792 -3.903
19 H -0.636 2.393 -5.387
20 H -1.237 3.897 -4.665
21 H -2.948 2.801 -3.835
22 H -2.316 1.223 -4.364
23 H 0.893 3.891 0.657
24 H 0.966 2.086 0.844
25 H -0.590 2.964 1.071
26 P -1.768 -0.654 -0.279
27 P 2.662 -0.725 0.866
28 C -0.144 -0.513 0.514
29 C 1.088 -0.799 -0.053
30 C -2.357 -2.297 0.203
31 C -2.498 -3.352 -0.710
32 C -3.136 -4.536 -0.309
33 C -3.582 -4.690 1.010
34 C -3.361 -3.665 1.949
35 C -2.724 -2.493 1.548
36 C -3.195 0.292 0.413
37 C -2.994 1.598 0.862
38 C -4.075 2.393 1.222
39 C -5.384 1.880 1.142
40 C -5.581 0.564 0.702
41 C -4.502 -0.233 0.343
42 C 4.096 -1.851 1.169
43 C 3.901 -3.092 1.840
44 C 4.953 -3.704 2.525
45 C 6.237 -3.132 2.524
46 C 6.481 -2.000 1.735
47 C 5.439 -1.407 1.014
48 C 3.449 0.716 0.216
49 C 3.505 1.830 1.084
50 C 3.864 3.070 0.572
51 C 4.310 3.178 -0.752
52 C 4.420 2.034 -1.551
53 C 3.952 0.799 -1.097
54 H -0.186 -0.403 1.629
55 H 1.177 -1.110 -1.097
56 H -2.133 -3.220 -1.727
57 H -3.286 -5.344 -1.032
58 H -4.113 -5.599 1.307
59 H -3.695 -3.781 2.987
60 H -2.551 -1.700 2.282
61 H -1.975 1.993 0.936
62 H -3.890 3.416 1.551
63 H -6.230 2.518 1.372
64 H -6.584 0.161 0.618
65 H -4.671 -1.243 -0.023
66 H 2.910 -3.547 1.861
67 H 4.785 -4.626 3.087
68 H 7.041 -3.558 3.132
69 H 7.485 -1.570 1.694
70 H 5.672 -0.567 0.362
71 H 3.225 1.703 2.130
72 H 3.777 3.956 1.202
73 H 4.573 4.159 -1.158
74 H 4.880 2.109 -2.542
75 H 4.013 -0.088 -1.734
76 C -2.340 0.208 4.819
77 O -1.075 -1.365 4.683
78 C -0.255 -2.155 4.325
79 O 0.585 -2.904 3.980
80 H -1.668 0.896 5.331
81 H -3.100 -0.267 5.429
82 H -2.556 0.349 3.758

Cartesian forces (eV/Å) of the 6 atoms listed first:
Hg -0.911 0.207 3.352
C -1.244 0.650 0.972
C -1.813 -2.529 -0.305
C 0.160 -0.945 -0.714
C -0.259 -0.620 0.594
C 1.419 1.613 -3.367

For the gap between HOMO and LUMO (spin up / spin down), the calculation gives 5.950 / 4.070 eV. Its total energy is -65853.5417 eV.

---

Record 8
# C6H10O

A cluster of 2 separate species, C6H10O in total (ωB97M-V/def2-TZVPD, OMol25).

CARTESIAN COORDINATES (ANGSTROEM)
1 C 0.483 -1.610 0.726
2 C 1.160 -1.063 -0.286
3 C 1.813 0.260 -0.258
4 C 2.321 0.838 0.831
5 H 0.037 -2.597 0.642
6 H 0.352 -1.089 1.673
7 H 1.227 -1.608 -1.227
8 H 1.864 0.782 -1.212
9 H 2.319 0.339 1.798
10 H 2.770 1.826 0.786
11 C -2.635 0.226 -0.210
12 C -1.361 1.015 -0.341
13 O -0.913 1.411 -1.392
14 H -2.446 -0.687 0.366
15 H -3.024 -0.024 -1.200
16 H -3.379 0.814 0.342
17 H -0.828 1.223 0.611

Cartesian forces (eV/Å) of the 6 atoms listed first:
C 0.095 0.066 -0.101
C -0.084 -0.107 0.137
C 0.069 0.096 0.151
C -0.044 -0.081 -0.110
H 0.085 0.143 -0.010
H 0.022 -0.049 -0.146

For the gap between HOMO and LUMO, the calculation gives 10.025 eV. The calculation puts the energy relative to the best compared isomer or geometry (same formula, charge and spin) at 137.5 kJ/mol. Its total energy is -8429.8155 eV. The SMILES is C=CC=C.CC=O.